Entry 1:
A cluster of 2 separate species, C5H13NO in total. Source: the OMol25 dataset; level of theory: the ωB97M-V functional and the def2-TZVPD basis.

Geometry as XYZ:
```
20
Properties=species:S:1:pos:R:3
C 0.05281 -0.90845 2.21460
N 0.20229 0.02764 1.33459
C 0.16559 -0.42721 -0.02850
C 1.41519 -0.03785 -0.86171
C 2.04447 1.32480 -0.43206
C 2.85595 2.23094 -1.38110
H 0.76288 -1.17321 2.99817
H -0.87006 -1.49696 2.11183
H -0.55362 0.24516 -0.58470
H -0.25334 -1.40024 -0.31548
H 2.28509 -0.70645 -0.93704
H 0.93859 0.08313 -1.88309
H 1.26400 1.93450 0.00721
H 2.76160 1.06879 0.35016
H 3.24090 3.17574 -0.97484
H 2.10477 2.56376 -2.10783
H 3.65775 1.75045 -1.92515
O -5.66243 -1.85006 -0.27455
H -4.81340 -1.67159 -0.70375
H -5.70589 -2.78104 -0.53454
```

The value obtained for the HOMO-LUMO gap is 9.118 eV. The HOMO energy is -8.6 eV. The value obtained for the energy relative to the best compared isomer or geometry (same formula, charge and spin) is 359.6 kJ/mol.

These are the natural (NBO) partial charges, in e, on atoms 1 to 8: atom 1 (C): 0.01, atom 2 (N): -0.45, atom 3 (C): -0.25, atom 4 (C): -0.38, atom 5 (C): -0.39, atom 6 (C): -0.61, atom 7 (H): 0.17, atom 8 (H): 0.13

=====

Entry 2:
A structure of composition C28H26N4PdS2Se2. Source: the OMol25 dataset; level of theory: the ωB97M-V functional and the def2-TZVPD basis.

Geometry as XYZ:
```
63
Properties=species:S:1:pos:R:3
Pd 0.47762 0.78041 2.12667
S 1.14648 1.21513 0.02377
C 0.16811 0.32711 -1.02869
N 0.04697 0.60760 -2.29343
C -0.91057 -0.16438 -3.12286
C -0.88511 -1.60367 -2.70484
N -1.12661 -1.70186 -1.24842
C -1.96916 -2.85040 -0.80152
C -3.37269 -2.70027 -1.31861
C -4.14865 -1.60653 -0.93712
C -5.43622 -1.46529 -1.42820
C -5.95598 -2.41879 -2.29943
C -5.18879 -3.50928 -2.67641
C -3.89366 -3.64784 -2.18957
C -0.60723 -0.82683 -0.44606
S -0.66798 -0.93271 1.25091
C 0.80238 1.72842 -2.91942
C 2.28082 1.44789 -3.02734
C 3.19511 2.37083 -2.53912
C 4.55847 2.13561 -2.66659
C 5.00683 0.97068 -3.27137
C 4.09401 0.04214 -3.76054
C 2.73516 0.28380 -3.64222
H -0.61306 -0.06386 -4.16289
H -1.90804 0.26291 -3.00385
H 0.07443 -2.07344 -2.92925
H -1.67813 -2.15745 -3.20266
H -1.92704 -2.90018 0.28360
H -1.50003 -3.75193 -1.19651
H -3.75308 -0.87192 -0.24097
H -6.04316 -0.62177 -1.12542
H -6.96414 -2.31134 -2.67761
H -5.59530 -4.25491 -3.34685
H -3.29741 -4.50598 -2.48034
H 0.61879 2.62839 -2.32985
H 0.34906 1.87310 -3.89883
H 2.84579 3.28482 -2.07060
H 5.26820 2.86321 -2.29515
H 6.06827 0.78903 -3.37691
H 4.44319 -0.85848 -4.24834
H 2.03104 -0.43355 -4.05522
Se 1.00070 2.78992 4.96299
Se 1.72396 0.69796 5.66500
C 3.00796 0.41954 4.27808
C 4.31111 0.18088 4.68420
C 5.27497 -0.08322 3.72409
C 4.90030 -0.09795 2.39419
C 3.57828 0.15366 2.08043
N 2.63089 0.40890 2.99701
C -0.79901 2.27309 4.60072
C -1.79679 2.80762 5.39573
C -3.12065 2.51571 5.10422
C -3.40202 1.70296 4.02209
C -2.34965 1.20861 3.27811
N -1.06355 1.48282 3.55196
H 4.55970 0.20882 5.73566
H 6.30164 -0.26438 4.01540
H 5.61422 -0.29757 1.60741
H 3.25440 0.13691 1.05014
H -1.53106 3.43962 6.23113
H -3.91652 2.91734 5.71796
H -4.41827 1.44918 3.75561
H -2.52929 0.57115 2.42588
```

Its total charge is +2. The value obtained for the HOMO-LUMO gap is 6.085 eV. The HOMO energy is -13.5 eV. The value obtained for the energy relative to the best compared isomer or geometry (same formula, charge and spin) is 0.0 kJ/mol.

These are the natural (NBO) partial charges, in e, on atoms 1 to 8: atom 1 (Pd): 0.70, atom 2 (S): 0.13, atom 3 (C): 0.10, atom 4 (N): -0.30, atom 5 (C): -0.23, atom 6 (C): -0.24, atom 7 (N): -0.30, atom 8 (C): -0.26

=====

Entry 3:
A structure of composition C37H40O4S4W. Source: the OMol25 dataset; level of theory: the ωB97M-V functional and the def2-TZVPD basis.

Geometry as XYZ:
```
86
Properties=species:S:1:pos:R:3
W -0.28142 -0.38106 0.77561
C 4.60575 2.15245 -1.97382
C 5.00998 1.55820 -0.63311
S 3.84432 0.32144 0.00816
C 3.14569 1.11218 1.46487
C 2.16938 2.26026 1.27379
S 0.56245 1.96061 0.46571
C 0.59234 2.37421 -1.31354
C 1.78685 2.02088 -2.17667
S 3.13871 3.20850 -1.92825
H 4.46454 1.37878 -2.72882
H 5.40454 2.80127 -2.33530
H 5.12663 2.34297 0.11478
H 5.96930 1.04861 -0.72712
H 3.95925 1.48850 2.08997
H 2.68536 0.30720 2.04228
H 2.59400 3.06078 0.66486
H 1.86826 2.66369 2.24172
H 0.39595 3.44836 -1.31833
H -0.32199 1.88646 -1.66321
H 1.45426 2.06581 -3.21509
H 2.14866 1.01652 -1.97171
C -4.47526 2.22143 5.07502
C -3.23922 1.98238 4.25699
C -2.17664 3.05364 4.40893
O -2.69741 0.69939 4.58999
C -2.20682 0.08311 3.44081
C -2.61120 1.07331 2.27805
O -3.62135 1.81439 2.88816
C -3.08396 0.43996 0.91181
O -1.83662 0.25363 0.12481
C -3.99396 1.28184 0.01716
C -5.06656 2.03879 0.48432
C -5.90297 2.68875 -0.41440
C -5.69400 2.59545 -1.77834
C -4.64092 1.82742 -2.25207
C -3.80597 1.17176 -1.36379
C -3.62962 -0.96995 1.08575
C -4.90054 -1.12365 1.63573
C -5.40584 -2.38845 1.88242
C -4.66754 -3.52085 1.55227
C -3.41128 -3.37942 0.99119
C -2.89213 -2.10544 0.77244
C -0.66259 -0.32196 3.56413
O 0.08526 0.33997 2.51383
C -0.03397 -0.01068 4.90855
C -0.62770 -0.43934 6.09406
C -0.00817 -0.20368 7.30931
C 1.20532 0.46904 7.36050
C 1.79734 0.90196 6.18599
C 1.18351 0.65721 4.96468
C -0.55265 -1.80631 3.23336
C -1.33150 -2.78307 3.83541
C -1.23547 -4.09057 3.39431
C -0.40292 -4.46504 2.32474
C 0.36839 -3.51575 1.71791
C 0.30197 -2.16277 2.16179
H -4.21799 2.25934 6.13208
H -5.18923 1.41625 4.91257
H -4.92890 3.17180 4.79656
H -1.87632 3.11921 5.45373
H -2.56774 4.01921 4.09079
H -1.28422 2.82238 3.82493
H -2.75286 -0.85252 3.31261
H -1.77147 1.72855 2.01935
H -5.26697 2.13291 1.53605
H -6.72846 3.27425 -0.03240
H -6.35123 3.10701 -2.46798
H -4.47430 1.72823 -3.31606
H -3.01140 0.55748 -1.76524
H -5.49234 -0.24959 1.87257
H -6.39112 -2.49284 2.31616
H -5.08348 -4.50741 1.70517
H -2.85081 -4.25197 0.68519
H -1.94099 -2.05774 0.22830
H -1.58987 -0.93118 6.09004
H -0.48126 -0.53877 8.22222
H 1.68233 0.65548 8.31274
H 2.74105 1.42962 6.21758
H 1.65847 0.99895 4.05583
H -2.01418 -2.53782 4.63664
H -1.83445 -4.84975 3.88250
H -0.35504 -5.49848 2.01102
H 1.06629 -3.78494 0.93483
H 1.24039 -1.59754 2.07644
S 0.95708 -1.18545 -0.71838
```

Its total charge is +2. The value obtained for the HOMO-LUMO gap is 5.848 eV. The HOMO energy is -13.7 eV. The value obtained for the energy relative to the best compared isomer or geometry (same formula, charge and spin) is 184.1 kJ/mol.

These are the Mulliken partial charges, in e, on atoms 1 to 8: atom 1 (W): 1.51, atom 2 (C): -0.75, atom 3 (C): -0.69, atom 4 (S): -0.07, atom 5 (C): -0.51, atom 6 (C): -0.99, atom 7 (S): 0.32, atom 8 (C): -0.87

=====

Entry 4:
A structure of composition C3HFInO2. Source: the OMol25 dataset; level of theory: the ωB97M-V functional and the def2-TZVPD basis.

Geometry as XYZ:
```
8
Properties=species:S:1:pos:R:3
F 1.98347 0.33832 0.67785
O 0.44169 1.72523 -0.11008
C -0.81844 1.72730 -0.61851
C 0.92585 0.48009 -0.02084
O -1.06846 0.43128 -0.90103
C -0.07032 -0.39997 -0.45176
In -0.78351 -1.82839 1.10967
H 0.77646 -1.03353 -1.01407
```

Its total charge is +3. The value obtained for the HOMO-LUMO gap (spin up / spin down) is 9.341 / 5.944 eV. The HOMO energy (spin up / spin down) is -28.9 / -25.8 eV.

Formally, the natural (NBO) partial charges of the atoms, in units of the elementary charge, are as follows: atom 1 (F): -0.09, atom 2 (O): -0.37, atom 3 (C): 1.22, atom 4 (C): 0.90, atom 5 (O): -0.37, atom 6 (C): -0.43, atom 7 (In): 1.71, atom 8 (H): 0.43

=====

Entry 5:
A cluster of 2 separate species, C4H9O2 in total. Source: the OMol25 dataset; level of theory: the ωB97M-V functional and the def2-TZVPD basis.

Geometry as XYZ:
```
15
Properties=species:S:1:pos:R:3
C 1.39527 0.26131 0.41968
C 2.08450 0.72293 1.65958
H 0.86904 1.09708 -0.09047
H 1.97291 -0.24255 -0.31624
H 0.51065 -0.43172 0.55708
H 1.32230 0.96783 2.44785
H 2.70954 1.52327 1.57198
H 2.61126 -0.03190 2.17646
C -1.68417 -0.06839 -1.67553
C -2.14648 -1.21965 -0.57638
O -3.39519 -1.35500 -0.56633
O -1.34564 -1.76067 0.20181
H -0.77262 -0.31055 -2.22372
H -1.67857 0.94851 -1.17277
H -2.45281 -0.10050 -2.41299
```

Its total charge is -1. The value obtained for the HOMO-LUMO gap is 7.638 eV. The HOMO energy is -3.8 eV. The value obtained for the energy relative to the best compared isomer or geometry (same formula, charge and spin) is 65.5 kJ/mol.

These are the natural (NBO) partial charges, in e, on atoms 1 to 8: atom 1 (C): -0.65, atom 2 (C): -0.60, atom 3 (H): 0.20, atom 4 (H): 0.19, atom 5 (H): 0.28, atom 6 (H): 0.20, atom 7 (H): 0.18, atom 8 (H): 0.19

=====

Entry 6:
A cluster of 2 separate species, C7H10INO2 in total. Source: the OMol25 dataset; level of theory: the ωB97M-V functional and the def2-TZVPD basis.

Geometry as XYZ:
```
21
Properties=species:S:1:pos:R:3
C -0.19170 2.59510 -0.98679
C -0.80843 1.85183 0.12764
N -1.07499 0.59134 0.04588
C -1.81913 -0.19597 0.95527
O -2.44306 0.29924 2.03035
C -1.67721 -1.58074 0.92629
C -0.85153 -2.45800 0.03336
C -0.95827 -3.92286 0.25055
C 0.12350 -1.96327 -0.66506
O 1.03991 -1.46530 -1.16871
H -0.63690 3.57794 -1.26404
H -0.16743 1.87006 -1.79175
H 0.90999 2.82943 -0.79700
H -1.20585 2.53350 0.92461
H -2.34336 1.23909 1.99184
H -2.31021 -2.25346 1.53863
H -1.19340 -4.48905 -0.77626
H -0.00315 -4.32564 0.71178
H -1.80121 -4.21504 0.88602
I 3.67860 0.53190 -0.45901
H 2.58406 -0.65622 -0.20490
```

The value obtained for the HOMO-LUMO gap is 7.683 eV. The HOMO energy is -7.4 eV. The value obtained for the energy relative to the best compared isomer or geometry (same formula, charge and spin) is 170.9 kJ/mol.

These are the natural (NBO) partial charges, in e, on atoms 1 to 8: atom 1 (C): -0.69, atom 2 (C): 0.14, atom 3 (N): -0.48, atom 4 (C): 0.40, atom 5 (O): -0.66, atom 6 (C): -0.22, atom 7 (C): -0.38, atom 8 (C): -0.60